The following is a quantum chemistry calculation of C15H20BClN7PtS2Se as an isolated structure in a non-equilibrium geometry, from the Open Molecules 2025 dataset.

```
48
Properties=species:S:1:pos:R:3:forces:R:3
Pt -1.255792 1.003287 -0.998108 0.199 -0.394 0.026
C -0.993630 -3.273209 -1.241462 -0.028 -0.201 0.175
N -0.041692 -3.754564 -0.259038 0.422 0.538 -0.251
C 0.965292 -3.363194 0.252996 -1.749 -0.514 0.452
C 2.638572 -4.535161 1.609418 -0.168 -0.481 -0.383
N 2.500571 -2.201184 2.141135 -0.699 -0.378 0.396
B 2.655668 -1.351164 3.378542 -0.196 -0.026 -0.003
N 2.645729 0.182175 2.887365 0.043 0.209 0.082
C 3.665646 1.086306 3.038313 -0.196 0.022 0.145
C 3.273071 2.274181 2.503893 0.021 -0.332 -0.283
N 2.019806 2.064242 1.975578 -0.083 -0.022 0.130
C 1.212214 3.043313 1.265432 0.034 0.115 0.187
C 1.647687 0.789950 2.247938 0.204 0.073 -0.162
S 0.122260 0.070628 1.754430 0.047 -0.062 -0.223
C 3.547178 -3.139301 -0.070193 -0.210 -0.400 0.566
S 4.724828 -3.254182 -1.156002 0.038 0.010 -0.522
H -1.902380 -2.976550 -0.721975 -0.043 0.010 -0.016
H -1.223591 -4.077709 -1.935008 -0.021 -0.018 -0.031
H -0.599859 -2.411129 -1.765059 0.086 0.174 -0.089
H 2.597206 -5.341575 0.885223 -0.038 0.067 0.002
H 2.790067 -4.687907 2.665633 0.015 0.125 -0.031
H 1.727129 -1.475179 4.146327 0.022 -0.006 0.010
H 3.734881 -1.530283 3.908912 -0.050 0.094 -0.057
H 4.590188 0.800363 3.507782 -0.043 0.020 0.039
H 3.781458 3.216233 2.406955 0.003 0.006 -0.030
H 1.853603 3.876641 0.985927 -0.004 -0.005 0.027
H 0.405836 3.396983 1.907145 -0.023 0.011 -0.026
H 0.779380 2.593081 0.375555 -0.041 -0.034 -0.016
Cl 2.430579 -3.039765 0.978914 2.744 0.956 0.552
C 0.221644 0.227612 0.003633 -1.049 0.249 0.002
H 1.231062 0.066499 -0.355053 0.247 0.145 -0.074
H 2.159695 -1.844723 0.223518 -0.129 0.057 -0.817
Se -5.141943 -1.086239 -0.506090 0.041 0.096 -0.019
N -6.154558 0.008858 -1.530659 0.297 0.319 0.170
C -5.337432 0.954212 -1.996571 -0.294 -0.478 0.044
C -5.672314 2.045343 -2.818193 0.000 0.392 -0.281
C -4.665806 2.939720 -3.183167 -0.303 -0.388 0.251
C -3.361234 2.756629 -2.749392 0.257 0.286 -0.267
N -2.999720 1.724831 -1.975775 0.791 -0.363 0.280
C -3.953333 0.843847 -1.596568 0.090 -0.378 0.600
N -3.603296 -0.171317 -0.809339 -0.261 0.257 -0.458
H -6.695312 2.178244 -3.144271 0.016 0.006 0.011
H -4.891906 3.791904 -3.810264 0.004 -0.010 -0.014
H -2.572107 3.442348 -3.031371 -0.006 -0.058 -0.029
C 0.108438 1.913821 -2.164036 -0.051 0.292 -0.065
H 0.136953 1.336244 -3.093608 0.007 0.028 0.037
H 1.114591 1.954043 -1.745926 0.023 -0.030 -0.025
H -0.215325 2.932796 -2.393435 0.033 0.022 -0.012
```
Positions in Å, forces in eV/Å.

The value obtained for the LUMO energy is 0.89 eV. Its HOMO energy is -2.32 eV. As for the HOMO-LUMO gap: 3.2 eV. As for the net charge: -1.

***

The following is a quantum chemistry calculation of C22H66CrHgO15S as an isolated structure in a non-equilibrium geometry, from the Open Molecules 2025 dataset.

```
106
Properties=species:S:1:pos:R:3:forces:R:3
Hg -7.866380 -11.924388 -29.592456 2.017 -0.404 2.221
Cr -12.100370 -10.936412 -33.015620 -1.326 0.985 0.199
S -10.051928 -11.511041 -31.212234 -2.818 -0.504 -0.431
O -11.465627 -11.271321 -31.059383 -2.145 0.977 3.060
O -9.150016 -10.567578 -30.637391 1.084 2.488 0.023
O -9.704300 -12.760405 -30.562414 -0.236 -3.019 -0.068
O -10.058760 -11.526270 -32.643326 1.238 -0.013 -4.166
C -7.400282 -13.697970 -35.916362 -0.305 0.300 0.235
C -8.151192 -12.548618 -35.202182 1.240 -0.970 -1.890
O -8.276317 -12.810842 -33.826461 0.375 -0.787 0.329
H -7.878396 -14.661480 -35.739855 -0.107 -0.002 0.139
H -6.358205 -13.775435 -35.606227 -0.007 0.099 0.136
H -7.397620 -13.556791 -36.997179 -0.030 0.198 0.040
H -9.132216 -12.456857 -35.668309 -0.181 0.113 0.098
H -7.594837 -11.628509 -35.380991 -0.085 0.223 0.120
H -9.035465 -12.291950 -33.550710 -0.004 0.134 0.447
C -9.032496 -14.648718 -27.288936 -0.199 -0.211 0.022
C -7.616014 -14.097907 -27.299611 -1.376 -0.652 2.121
O -7.150706 -13.888329 -28.615521 0.336 0.571 -0.837
H -9.116303 -15.674862 -27.646856 0.231 -0.072 -0.225
H -9.724318 -14.021137 -27.850737 0.053 0.142 -0.092
H -9.425506 -14.694942 -26.273295 0.146 0.155 0.127
H -6.987762 -14.751979 -26.694976 0.409 -0.092 -0.503
H -7.632876 -13.162944 -26.739561 0.239 0.299 -0.430
H -6.598399 -14.600355 -28.946544 0.277 -0.035 0.095
C -12.706047 -13.410755 -27.047774 0.758 0.053 0.332
C -12.380568 -13.035029 -28.448817 -1.360 -0.880 -0.470
O -12.021219 -11.705252 -28.561505 1.003 1.166 1.088
H -13.357892 -12.651540 -26.615572 -0.220 -0.371 0.113
H -11.773699 -13.431502 -26.483510 -0.103 -0.071 0.369
H -13.120658 -14.418349 -27.078521 -0.252 0.164 0.413
H -13.309298 -13.168234 -29.003635 -0.051 -0.319 -0.521
H -11.623405 -13.712435 -28.843693 0.205 -0.119 -0.264
H -11.791612 -11.519902 -29.475028 -0.401 0.254 -0.323
C -9.911193 -6.003065 -29.470555 -0.490 -0.400 -0.537
C -9.226783 -7.333612 -29.693007 -0.220 0.257 1.468
O -9.975025 -8.139726 -30.604684 -0.030 0.595 -0.391
H -9.342777 -5.364097 -28.794739 -0.040 0.017 -0.209
H -10.908387 -6.174265 -29.065110 0.032 0.013 0.259
H -10.088652 -5.534633 -30.438633 0.337 0.368 0.040
H -9.204695 -7.849540 -28.733095 -0.168 -0.232 0.290
H -8.163677 -7.190795 -29.886672 0.022 -0.107 -1.042
H -9.668614 -9.045575 -30.520121 0.164 0.397 0.028
C -4.929439 -12.122522 -32.704330 0.695 -1.056 0.683
C -5.671578 -13.101843 -31.756034 2.729 0.478 -0.196
O -6.935881 -12.574397 -31.540667 -0.890 -0.167 1.029
H -5.418927 -12.019128 -33.672738 -0.156 0.058 0.135
H -3.917881 -12.487609 -32.881975 0.008 -0.145 -0.152
H -4.785049 -11.160083 -32.213449 -0.335 0.024 -0.089
H -5.170748 -13.173571 -30.790565 0.247 0.146 -0.001
H -5.736220 -14.127423 -32.119487 -0.035 -0.024 -0.400
H -7.292497 -12.682513 -32.425387 -1.718 0.568 -1.215
C -11.530388 -14.511024 -34.386701 -1.380 -0.388 0.273
C -12.121608 -14.131030 -33.028078 1.722 -1.010 -0.154
O -12.920972 -12.989837 -33.125429 -0.220 1.310 0.001
H -12.320079 -14.848442 -35.057996 -0.154 -0.226 0.025
H -10.871792 -15.367885 -34.244810 0.432 0.336 -0.355
H -11.142319 -13.629507 -34.897030 0.715 -0.181 0.279
H -11.274763 -13.896702 -32.383061 -0.096 0.324 0.235
H -12.681079 -14.908248 -32.507488 -0.057 -0.248 -0.319
H -13.732724 -13.297512 -33.535298 -0.497 0.518 -0.216
C -10.164764 -11.004712 -25.646972 1.197 0.687 -0.402
C -9.200053 -10.475931 -26.750159 -1.270 0.692 2.406
O -9.400213 -11.284402 -27.867327 1.888 -1.056 -1.252
H -10.089952 -10.339787 -24.786519 -0.331 -0.005 -0.002
H -9.873393 -11.999572 -25.310146 -0.126 -0.090 -0.127
H -11.162363 -10.993206 -26.086020 -0.143 -0.067 0.413
H -8.172024 -10.461672 -26.388149 0.058 -0.046 -0.414
H -9.562985 -9.483048 -27.015831 0.525 0.331 0.168
H -10.353335 -11.395983 -27.893922 -1.261 -0.556 -0.854
C -15.805596 -10.319006 -30.881702 -0.701 0.071 1.826
C -14.741550 -11.230823 -31.385587 -2.538 -0.279 0.941
O -14.110875 -10.495663 -32.384732 3.050 -0.153 -1.939
H -15.339218 -9.521242 -30.303635 -0.132 0.225 -0.146
H -16.397302 -10.892355 -30.168073 -0.275 0.136 0.074
H -16.503927 -9.896497 -31.604134 0.199 -0.172 -0.300
H -15.244521 -12.127575 -31.747469 0.411 -0.258 -0.422
H -14.130817 -11.506461 -30.525866 0.732 0.221 -0.569
H -14.740925 -10.085191 -32.981515 -0.377 0.130 0.101
C -12.785032 -6.654957 -32.610138 0.205 -0.542 -0.165
C -12.051948 -7.700086 -33.464502 -0.158 2.270 0.181
O -11.808477 -8.814212 -32.608828 -0.454 -2.308 -1.384
H -13.007782 -5.721239 -33.126518 0.128 -0.139 -0.084
H -12.130889 -6.455951 -31.761263 -0.145 0.276 0.120
H -13.711720 -7.091715 -32.237876 -0.078 0.123 0.037
H -11.106332 -7.269632 -33.794080 0.154 -0.217 -0.048
H -12.618767 -7.924537 -34.368068 -0.057 -0.758 0.235
H -11.336360 -8.523196 -31.825246 0.631 0.495 0.760
C -6.905075 -9.026989 -32.736071 1.002 0.692 -0.884
C -5.619961 -8.381768 -33.405391 -1.415 -1.191 0.044
O -5.978197 -7.551821 -34.513266 0.017 -0.287 0.890
H -7.475966 -8.270149 -32.198136 -0.104 -0.107 -0.026
H -6.639069 -9.855482 -32.079608 0.271 0.219 0.296
H -7.516064 -9.494207 -33.508403 -0.179 0.255 -0.189
H -5.047448 -9.203553 -33.835495 0.337 -0.195 0.362
H -5.033637 -7.871894 -32.640962 0.053 0.206 -0.087
H -5.169986 -7.527776 -35.030776 -0.081 0.413 -0.381
C -9.418024 -17.301517 -31.756381 1.165 0.778 -0.004
C -9.007397 -15.845649 -31.417580 -2.723 -2.837 -0.526
O -9.973838 -15.295728 -30.585560 0.590 -2.007 -0.565
H -9.778436 -17.828680 -30.873033 0.264 -0.170 -0.122
H -8.526859 -17.727337 -32.217461 0.048 -0.544 0.427
H -10.151800 -17.384973 -32.558073 -0.341 0.502 0.172
H -8.914622 -15.314475 -32.364862 0.232 1.204 -0.275
H -8.023042 -15.777825 -30.954395 0.593 0.342 0.465
H -9.879491 -14.340636 -30.563375 0.119 2.690 0.277
```
Positions in Å, forces in eV/Å.

The value obtained for the LUMO energy (spin up / spin down) is -9.39 / -13.77 eV. Its HOMO energy (spin up / spin down) is -15.93 / -15.93 eV. As for the HOMO-LUMO gap (spin up / spin down): 6.5 / 2.2 eV. As for the net charge: +3. As for the spin multiplicity: 6.